Record 1
C44H60GeN4O5P3SeSn as an isolated structure in a non-equilibrium geometry, computed with ωB97M-V with the def2-TZVPD basis set.

Properties
charge: 0
LUMO energy (spin up / spin down): -0.0688 / -0.1053 hartree
gap between HOMO and LUMO (spin up / spin down): 4.9 / 3.9 eV
HOMO (spin up / spin down): -6.789 / -6.774 eV
expectation value of S²: 0.7669
spin multiplicity: 2

Atoms and positions in Å:
1 Sn 14.0085 14.7394 15.7414
2 Se 15.4121 16.7847 15.7896
3 Ge 12.6129 12.2454 13.8641
4 P 15.6119 14.2785 13.5611
5 P 11.4346 15.0268 16.2189
6 P 14.9587 9.9840 15.8743
7 O 14.3961 13.5356 17.2994
8 O 17.4115 13.4206 17.6432
9 O 13.3080 12.8593 19.8572
10 O 15.2242 14.2783 21.7707
11 O 17.8133 14.5249 20.3166
12 N 13.7753 12.4789 12.3593
13 N 12.5127 10.3544 14.5266
14 N 11.3403 11.2621 12.0839
15 N 10.9894 13.2828 13.9452
16 C 14.4808 13.2339 19.6585
17 C 7.4151 12.6043 13.0862
18 C 11.6090 9.8590 12.3543
19 C 14.8446 7.1214 15.8926
20 C 16.5378 13.6565 18.4753
21 C 10.6013 14.6503 18.9628
22 C 9.8390 12.7403 13.4209
23 C 7.5733 11.5471 12.1534
24 C 9.4983 17.1232 16.3683
25 C 15.2341 12.7469 12.5778
26 C 16.0954 16.1303 11.4463
27 C 8.5148 13.1310 13.7573
28 C 11.8979 12.6016 8.5345
29 C 11.8229 17.7376 15.5040
30 C 17.5571 14.1086 13.8544
31 C 11.8962 9.4024 13.6764
32 C 13.0198 9.9247 15.8258
33 C 15.4942 13.8455 20.6617
34 C 11.5728 8.9561 11.2883
35 C 13.8127 13.0709 9.9462
36 C 16.7859 14.0213 19.9268
37 C 15.4006 8.3184 13.6679
38 C 11.0409 16.8109 16.4804
39 C 11.3918 7.1251 12.8722
40 C 15.1305 13.5316 18.4190
41 C 13.2243 12.4889 11.0657
42 C 15.4647 9.7535 17.6993
43 C 10.7868 13.9425 17.6015
44 C 11.2580 12.0038 9.6761
45 C 15.4921 8.3783 15.1873
46 C 11.6589 8.0086 13.9236
47 C 10.8961 14.6600 14.4847
48 C 13.2015 13.1464 8.6992
49 C 9.6152 12.9804 17.2758
50 C 13.7927 16.1880 12.3883
51 C 15.2966 15.8677 12.6797
52 C 18.4544 14.0870 12.5693
53 C 11.4105 7.5851 11.5609
54 C 16.4985 8.7118 18.0943
55 C 8.8745 11.1187 11.8567
56 C 11.9616 11.8836 10.8997
57 C 17.8371 12.9071 14.7688
58 C 14.2608 9.7031 18.6265
59 C 9.9949 11.6679 12.4438
60 H 11.6782 17.5630 14.3945
61 H 17.7081 15.0396 14.4255
62 H 15.6906 7.3055 13.4350
63 H 15.7334 12.7231 11.5738
64 H 14.3493 7.3631 16.8437
65 H 15.7884 15.4212 10.6627
66 H 6.4460 13.0423 13.2950
67 H 9.7427 12.5096 16.2676
68 H 16.5610 8.3689 15.4508
69 H 9.6499 12.1742 17.9906
70 H 11.3609 12.7308 7.6033
71 H 16.1407 7.6870 18.0346
72 H 17.4120 13.0414 15.8352
73 H 14.7917 13.5480 10.1217
74 H 8.8952 16.4412 16.9407
75 H 11.5019 15.0298 19.3957
76 H 10.2647 11.6237 9.5322
77 H 17.9213 14.1796 11.5964
78 H 13.6819 10.6042 18.5952
79 H 11.6398 7.6778 14.9387
80 H 11.2430 6.8757 10.7766
81 H 14.7201 9.5923 19.6446
82 H 17.3752 11.9630 14.3259
83 H 13.5735 8.8690 18.3685
84 H 15.6337 16.6234 13.3970
85 H 18.9290 12.7031 14.8284
86 H 17.1725 16.0173 11.6150
87 H 9.7924 15.3883 18.9322
88 H 11.5620 15.3174 13.9026
89 H 18.9986 13.1295 12.5873
90 H 13.6822 16.8559 11.5181
91 H 12.7107 8.9320 16.0982
92 H 9.8820 15.0762 14.4030
93 H 11.6265 9.3733 10.2449
94 H 6.7115 11.0531 11.7190
95 H 15.9416 10.7682 17.8757
96 H 11.3639 17.0227 17.5348
97 H 15.6004 6.3794 16.1444
98 H 15.6455 11.9375 13.1780
99 H 11.1967 6.0870 13.1088
100 H 8.6593 13.4813 17.4389
101 H 9.2031 17.1620 15.3136
102 H 9.3342 18.1232 16.7913
103 H 14.4090 8.4983 13.2598
104 H 12.6778 10.6395 16.6098
105 H 11.5294 18.7591 15.6551
106 H 16.8522 8.8977 19.0622
107 H 10.2944 13.8209 19.6301
108 H 11.6858 13.3246 17.8063
109 H 15.8805 17.1182 11.0300
110 H 13.1731 15.2786 12.2922
111 H 12.8825 17.7028 15.7428
112 H 16.1422 8.9448 13.1883
113 H 8.3323 13.8346 14.5706
114 H 9.0507 10.2676 11.1492
115 H 13.7383 13.6425 7.9016
116 H 19.2454 14.8825 12.5950
117 H 17.4262 8.7882 17.4981
118 H 13.4371 16.6993 13.2768
119 H 14.0996 6.6788 15.1935

Atom charges from the Löwdin analysis, given in e for atoms 1 to 8:
1. Sn 0.647
2. Se 0.146
3. Ge 1.087
4. P 0.973
5. P 1.000
6. P 1.071
7. O -0.330
8. O 0.023


Record 2
C36H54F6KN5O4S2Sb as an isolated structure in a non-equilibrium geometry, computed with ωB97M-V with the def2-TZVPD basis set.

Properties
ΔE to the lowest compared entry with this formula, charge and spin: 0.210 eV
charge: -1
LUMO energy: 0.0814 hartree
gap between HOMO and LUMO: 5.2 eV
HOMO: -2.938 eV
spin multiplicity: 1

Atoms and positions in Å:
1 Sb 2.3793 -3.1404 -0.2561
2 K 0.0163 0.1932 -0.3165
3 S 0.1136 -0.0510 -3.4825
4 S 0.3952 2.6230 -3.0411
5 F 2.5597 3.4751 -4.3123
6 F 2.4967 3.9748 -2.2123
7 F -0.6171 -0.6683 -5.9596
8 F 0.1684 -2.2959 -4.7881
9 F 2.9556 1.9605 -2.8307
10 F 1.5053 -0.8140 -5.5954
11 O -0.2361 3.7958 -3.5451
12 O 1.2066 -0.4990 -2.6628
13 O -1.2048 -0.3474 -3.0017
14 O 0.1743 2.2243 -1.6805
15 N -0.4587 -0.8808 2.2798
16 N 0.2786 1.4108 -4.0492
17 N 2.3993 1.5139 0.4718
18 N -2.5744 1.6382 -0.1071
19 N -0.1275 2.1241 1.6509
20 C -2.3645 -0.8542 4.3675
21 C 3.6250 1.1537 0.1126
22 C -0.6129 0.1385 3.0976
23 C 3.2938 3.5890 1.2210
24 C 4.6712 -1.8841 -1.7799
25 C 4.7427 1.9557 0.2693
26 C -1.4670 2.6743 1.7846
27 C -4.6827 0.5206 0.0850
28 C -2.5863 1.8345 1.2134
29 C -3.6100 1.3754 2.0329
30 C -4.6787 0.7063 1.4561
31 C 5.1158 -4.3027 -1.4277
32 C -1.4984 0.2582 4.1637
33 C 0.3486 -4.9163 -1.6402
34 C -2.1276 -2.1008 0.9859
35 C -3.9650 -2.9889 -0.4662
36 C 2.1461 -3.2490 2.7681
37 C -3.3838 -2.9690 0.9458
38 C -1.4051 -1.9955 2.3591
39 C 3.3912 -3.5169 -3.0791
40 C 4.5688 3.2086 0.8369
41 C 0.3028 -0.9961 -5.0640
42 C 4.1825 -2.1166 1.9589
43 C 4.0271 -3.2744 -1.7066
44 C -3.1025 -4.4029 1.3862
45 C 2.2270 2.7131 1.0181
46 C 0.6207 -5.4360 0.7684
47 C -2.3515 -1.9104 3.5331
48 C -3.5985 0.9882 -0.6461
49 C 0.8377 3.1712 1.3918
50 C 2.2119 3.0256 -3.1079
51 C 3.2914 -3.3435 1.7478
52 C 2.2683 -6.3062 -0.8479
53 C 4.1060 -4.6073 2.0027
54 C 1.3755 -5.1052 -0.5223
55 C 0.2852 1.3272 2.8150
56 H 1.4937 -2.3907 2.5721
57 H 1.3028 -5.7770 1.5500
58 H 5.7131 1.6020 -0.0505
59 H -0.2227 -5.8423 -1.7695
60 H 1.6506 -7.2109 -0.8931
61 H -2.4146 -1.0827 0.7001
62 H -2.2381 -4.7963 0.8430
63 H -2.9955 -2.7542 3.7565
64 H 3.7154 0.1695 -0.3361
65 H 5.0226 -4.6392 1.4141
66 H 5.1266 -1.5782 -0.8349
67 H 0.4738 3.7741 0.5550
68 H -3.3100 -3.5497 -1.1396
69 H 0.9450 3.8489 2.2619
70 H -0.0908 -6.2468 0.5761
71 H 4.3904 -4.6586 3.0605
72 H 4.5871 -2.1420 2.9772
73 H -1.6963 2.9041 2.8364
74 H -3.9498 -5.0560 1.1607
75 H -4.9477 -3.4672 -0.4880
76 H 5.4083 3.8761 0.9829
77 H 5.7995 -4.3653 -2.2834
78 H -1.5001 3.6150 1.2272
79 H -2.8874 -4.4846 2.4518
80 H 0.0541 -4.5886 1.1621
81 H -4.1112 -2.5192 1.6307
82 H -4.0589 -1.9834 -0.8766
83 H 5.0325 -2.0796 1.2716
84 H -1.4900 1.1311 4.8006
85 H 2.9895 -4.5230 -3.1999
86 H 5.4658 -1.8925 -2.5350
87 H -3.5420 0.8268 -1.7184
88 H -3.0479 -0.8759 5.2137
89 H 3.5374 -5.5126 1.7793
90 H 4.7253 -5.3024 -1.2421
91 H -3.5256 1.5116 3.1003
92 H 2.5882 -2.8024 -3.2789
93 H 0.8064 -4.6672 -2.6000
94 H 2.7825 -6.2207 -1.8053
95 H 2.5844 -3.1041 3.7632
96 H -0.8208 -2.9350 2.4589
97 H 4.1556 -3.3770 -3.8518
98 H 3.1071 4.5514 1.6793
99 H 3.0246 -6.4671 -0.0771
100 H 1.2939 0.9601 2.6195
101 H -0.3571 -4.1178 -1.3984
102 H 0.3188 1.9815 3.7051
103 H -1.4130 -2.4484 0.2241
104 H -5.4885 0.0013 -0.4159
105 H 3.6086 -1.1928 1.8615
106 H 1.5388 -4.1513 2.8150
107 H -5.4868 0.3294 2.0698
108 H 5.7132 -4.0115 -0.5623
109 H 3.9405 -1.1267 -2.0741

Atom charges from the Löwdin analysis, given in e for atoms 1 to 8:
1. Sb 1.629
2. K 0.641
3. S 0.547
4. S 0.582
5. F 0.135
6. F 0.131
7. F 0.147
8. F 0.128


Record 3
C28H38As3FeN3O4S3 as an isolated structure, computed with ωB97M-V with the def2-TZVPD basis set.

Properties
charge: -1
LUMO energy (spin up / spin down): 0.0852 / 0.0591 hartree
gap between HOMO and LUMO (spin up / spin down): 7.6 / 7.0 eV
HOMO (spin up / spin down): -5.243 / -5.376 eV
expectation value of S²: 8.7641
spin multiplicity: 6

Atoms and positions in Å:
1 As -1.9651 -0.4677 -1.1123
2 As 1.6518 -1.1515 -0.9502
3 As -1.2738 -3.2457 -5.1645
4 Fe 0.6355 0.2691 1.2292
5 S -1.8879 1.4021 2.1402
6 S 2.5544 -0.4619 2.3489
7 S 1.8449 2.2376 0.6493
8 O -0.5021 1.0160 2.7402
9 O -0.3427 -1.3747 1.3295
10 O -0.7945 0.8671 -0.6149
11 O -1.0233 -2.9536 2.7368
12 N -2.6743 0.1181 1.7034
13 N 7.6527 3.2293 -1.0088
14 N 8.5485 -0.1537 1.1317
15 C 6.8460 2.6223 -0.4578
16 C -3.8890 3.1210 5.9124
17 C 5.1095 0.0471 1.6053
18 C -2.3136 -3.5949 -3.5226
19 C 0.1425 -4.5680 -4.8151
20 C -2.6170 2.0776 3.6578
21 C -0.0749 -0.8968 -3.4820
22 C 5.8245 1.8881 0.2244
23 C 0.8113 0.3388 -3.6973
24 C 0.6429 -1.8518 -2.5089
25 C 3.7826 0.4726 1.5339
26 C -2.1498 1.7583 4.9247
27 C -3.7061 2.9198 3.5124
28 C -4.5582 3.6909 7.1342
29 C -0.2037 -1.5920 -4.8519
30 C 6.1309 0.7338 0.9635
31 C 3.3749 -0.7406 -1.7902
32 C -4.3364 3.4386 4.6350
33 C 4.5076 2.3191 0.1495
34 C -3.6224 0.5309 -1.4116
35 C 2.1110 -2.9071 -0.2396
36 C 7.4747 0.2513 1.0563
37 C -2.4750 -1.0781 2.4865
38 C -1.1862 -1.8799 2.1904
39 C -1.0281 2.1933 -1.0659
40 C -1.4780 -0.4158 -3.0414
41 C -2.7897 2.2736 6.0403
42 C 3.4736 1.6342 0.7884
43 H 0.5783 -4.4473 -3.8248
44 H -0.2839 -5.5677 -4.8969
45 H 0.7956 -1.8606 -5.2128
46 H 1.4052 -2.4048 -3.0667
47 H 3.3314 0.1960 -2.3418
48 H 1.8038 0.0505 -4.0508
49 H 3.0050 -2.8099 0.3740
50 H -5.1873 4.1005 4.5174
51 H -1.9647 -3.0698 -2.6385
52 H -1.6456 0.5928 -3.4292
53 H -0.1396 2.7816 -0.8435
54 H 1.2919 -3.2456 0.3934
55 H -4.8301 2.9022 7.8377
56 H -1.2785 1.1235 5.0193
57 H 0.9236 -4.4658 -5.5684
58 H -5.4645 4.2351 6.8693
59 H -3.3584 -3.3382 -3.6935
60 H 0.3664 1.0021 -4.4428
61 H -4.1385 0.6273 -0.4609
62 H -2.2527 -4.6671 -3.3336
63 H 2.2919 -3.6146 -1.0509
64 H -0.6024 -0.8661 -5.5663
65 H -3.8939 4.3810 7.6587
66 H -1.8863 2.6355 -0.5563
67 H -4.0643 3.1649 2.5185
68 H 5.3442 -0.8457 2.1695
69 H -0.0357 -2.5937 -2.0878
70 H 0.9270 0.9027 -2.7673
71 H -2.2531 -1.0329 -3.5063
72 H -2.4841 -0.9134 3.5736
73 H -3.2952 -1.7704 2.2798
74 H -3.4543 1.5106 -1.8578
75 H 4.2726 3.2059 -0.4236
76 H 4.1186 -0.6401 -0.9991
77 H -1.1933 2.2198 -2.1467
78 H -2.4264 2.0209 7.0305
79 H -4.2202 -0.0647 -2.1059
80 H 3.6695 -1.5511 -2.4591

Atom charges from the Löwdin analysis, given in e for atoms 1 to 8:
1. As 1.263
2. As 1.162
3. As 1.113
4. Fe 0.440
5. S 0.865
6. S 0.677
7. S 0.658
8. O -0.587


Record 4
C28H47N3O9SbSeSi3W as an isolated structure in a non-equilibrium geometry, computed with ωB97M-V with the def2-TZVPD basis set.

Properties
ΔE to the lowest compared entry with this formula, charge and spin: 5.268 eV
charge: +1
LUMO energy: -0.1915 hartree
gap between HOMO and LUMO: 5.5 eV
HOMO: -10.710 eV
spin multiplicity: 1

Atoms and positions in Å:
1 W 0.5448 -0.5940 -0.4540
2 Sb 2.0180 -2.9451 -1.4697
3 Se 0.0304 1.8720 -1.2853
4 Si -0.4861 -4.1185 0.6040
5 Si 4.0126 -1.8949 -3.5221
6 Si 3.7600 0.3829 -0.9392
7 O 0.3918 1.4906 1.5200
8 O 3.7146 -1.3489 2.0779
9 O -0.9380 0.5766 -1.0354
10 O -2.6552 -0.2424 1.8598
11 O 0.1422 2.2840 -2.7728
12 O 1.9341 -0.9915 0.7908
13 O -0.6764 -0.7814 0.9970
14 O -0.2931 3.0736 -0.3553
15 O 1.3802 1.0448 -0.8185
16 N -0.4668 -3.0746 -2.7379
17 N 0.5241 -0.5850 -2.7205
18 N 0.5729 -0.4463 3.2897
19 C -1.4961 -0.5454 2.0014
20 C 2.8392 -0.9224 -2.1394
21 C -2.6635 -2.7900 -3.6016
22 C -2.1400 -2.0492 -1.3733
23 C 4.9994 -3.3683 -2.8077
24 C 0.2596 1.9067 2.8925
25 C 2.5205 -1.2385 1.9663
26 C 0.3734 -4.6655 2.2326
27 C 0.1411 -2.6615 -0.4531
28 C 5.2913 -0.8057 -4.4473
29 C 2.1473 0.4024 -4.1728
30 C 3.1665 -3.6393 0.2535
31 C -0.1502 0.4017 -4.8103
32 C 3.6137 1.2788 0.7718
33 C -1.3425 -3.1806 -3.7234
34 C -0.8234 -0.7803 3.3671
35 C 2.7860 -2.6051 -4.8247
36 C 1.5899 -1.4457 3.1760
37 C 5.4152 -0.5400 -0.6878
38 C 4.0958 1.8523 -2.1229
39 C -0.2851 -5.6178 -0.5800
40 C 1.1735 0.7505 -5.0764
41 C 1.8279 -0.3325 -3.0138
42 C -0.8347 -2.5595 -1.5434
43 C -2.3113 -3.8952 1.1108
44 C 0.9426 0.8601 3.7698
45 C -3.0528 -2.1936 -2.4041
46 C -0.4244 -0.2025 -3.6113
47 H 0.7334 -5.6454 -0.9787
48 H 2.5963 1.3374 1.1529
49 H 1.4514 -4.5832 2.2806
50 H 3.1728 0.6712 -4.3397
51 H -3.3548 -2.9387 -4.4156
52 H 2.2463 -1.4750 4.0613
53 H -2.5154 -2.9110 1.5185
54 H 4.8663 -0.2397 -5.2671
55 H 3.1906 2.3386 -2.4748
56 H -0.9523 -5.5442 -1.4340
57 H 3.9730 2.3006 0.6768
58 H 4.2276 0.7825 1.5184
59 H 1.4289 1.2798 -5.9790
60 H -0.9443 -3.6130 -4.6314
61 H 6.0148 -3.3589 -3.1861
62 H 5.3774 -1.3149 0.0673
63 H 2.5872 -3.4835 1.1584
64 H 5.8306 -0.1182 -3.8083
65 H 2.0257 0.9550 3.6881
66 H 3.3196 -4.7064 0.0947
67 H -2.9943 -4.0511 0.2831
68 H -0.0558 -4.1627 3.0931
69 H 4.6861 1.5721 -2.9846
70 H 0.6576 1.0229 4.8219
71 H -2.5660 -4.6178 1.8789
72 H 5.8033 -0.9731 -1.5987
73 H -1.4479 -0.3881 -3.3131
74 H 4.1292 -3.1492 0.3630
75 H 2.3911 -1.8433 -5.4898
76 H -0.8082 1.9919 3.1229
77 H -1.3301 -0.1856 4.1328
78 H -0.9479 0.6586 -5.4837
79 H -0.9646 -1.8350 3.6290
80 H -4.0656 -1.8423 -2.2827
81 H 1.1082 -2.4207 3.0619
82 H 6.0258 -1.4736 -4.8823
83 H -0.4838 -6.5681 -0.0980
84 H -2.4385 -1.5841 -0.4404
85 H 5.0453 -3.3808 -1.7269
86 H 0.0378 2.2643 1.0269
87 H 4.6728 2.5981 -1.5877
88 H 0.1471 -5.7207 2.3485
89 H 6.1376 0.1874 -0.3395
90 H 4.5325 -4.2967 -3.1181
91 H 3.2889 -3.3415 -5.4443
92 H 0.7276 2.8855 3.0347
93 H 1.9497 -3.1114 -4.3344

Atom charges from the Löwdin analysis, given in e for atoms 1 to 8:
1. W 1.888
2. Sb 1.545
3. Se 0.856
4. Si 0.572
5. Si 0.543
6. Si 0.574
7. O -0.177
8. O 0.115